C23H60O10S7 | wB97M-V/def2-TZVPD

**Lowest unoccupied orbital energy**: -0.00060 Eh

CARTESIAN COORDINATES (ANGSTROEM)
C (9.543, -19.142, -26.365)
S (7.774, -19.267, -26.953)
O (7.699, -18.428, -28.272)
C (7.703, -21.067, -27.298)
H (10.238, -19.756, -26.938)
H (9.600, -19.409, -25.310)
H (9.772, -18.077, -26.404)
H (7.026, -21.286, -28.124)
H (7.489, -21.606, -26.375)
H (8.666, -21.524, -27.528)
C (8.748, -26.636, -31.841)
S (10.494, -26.593, -31.524)
O (10.733, -25.394, -30.633)
C (10.412, -28.044, -30.320)
H (8.365, -26.515, -30.828)
H (8.362, -27.610, -32.141)
H (8.264, -25.849, -32.419)
H (9.682, -27.819, -29.543)
H (11.391, -28.124, -29.848)
H (10.051, -28.962, -30.783)
C (4.591, -19.616, -18.030)
S (4.926, -20.182, -19.795)
O (5.752, -19.134, -20.485)
C (6.186, -21.553, -19.561)
H (3.717, -18.966, -18.073)
H (5.438, -19.124, -17.552)
H (4.410, -20.530, -17.465)
H (6.841, -21.391, -18.704)
H (6.816, -21.522, -20.449)
H (5.856, -22.569, -19.348)
C (12.038, -17.471, -19.089)
S (13.863, -17.558, -18.974)
O (14.209, -17.051, -17.559)
C (14.355, -16.408, -20.254)
H (11.584, -17.881, -19.992)
H (11.537, -16.515, -18.932)
H (11.709, -18.185, -18.334)
H (14.174, -15.401, -19.877)
H (13.838, -16.519, -21.207)
H (15.404, -16.520, -20.527)
C (1.631, -29.187, -26.055)
S (3.091, -28.068, -26.213)
O (2.767, -27.031, -27.249)
C (2.908, -27.147, -24.628)
H (1.717, -29.744, -25.122)
H (1.639, -29.844, -26.925)
H (0.707, -28.612, -26.114)
H (2.547, -27.767, -23.807)
H (2.141, -26.377, -24.711)
H (3.888, -26.720, -24.419)
C (12.984, -19.034, -33.285)
S (14.464, -19.186, -34.422)
O (13.852, -18.858, -35.798)
C (15.268, -17.599, -33.824)
H (12.414, -19.962, -33.246)
H (12.372, -18.145, -33.442)
H (13.328, -18.912, -32.258)
H (15.780, -17.782, -32.879)
H (14.547, -16.794, -33.684)
H (15.971, -17.332, -34.613)
C (16.429, -21.324, -27.359)
S (16.711, -19.597, -26.852)
O (15.893, -18.656, -27.807)
C (18.501, -19.536, -27.388)
H (15.348, -21.461, -27.373)
H (17.089, -21.934, -26.743)
H (16.498, -21.451, -28.440)
H (19.062, -20.261, -26.798)
H (19.052, -18.602, -27.277)
H (18.562, -19.847, -28.431)
C (15.215, -25.960, -22.112)
C (14.443, -24.699, -21.875)
O (15.043, -23.786, -21.335)
C (13.031, -24.522, -22.279)
H (15.928, -25.829, -22.926)
H (14.478, -26.687, -22.452)
H (15.699, -26.364, -21.222)
H (12.899, -23.461, -22.490)
H (12.302, -24.862, -21.544)
H (12.862, -25.085, -23.197)
C (6.867, -12.083, -26.222)
C (7.949, -11.381, -27.019)
O (8.580, -10.466, -26.562)
C (8.030, -11.758, -28.460)
H (6.693, -11.629, -25.246)
H (7.164, -13.106, -25.992)
H (6.018, -12.208, -26.894)
H (8.710, -11.196, -29.100)
H (6.993, -11.710, -28.792)
H (8.418, -12.776, -28.461)
C (3.741, -19.137, -34.952)
C (4.234, -18.188, -36.014)
O (5.229, -17.454, -35.813)
C (3.261, -17.919, -37.200)
H (2.797, -18.775, -34.542)
H (4.442, -19.127, -34.118)
H (3.550, -20.127, -35.367)
H (3.961, -17.698, -38.006)
H (2.608, -17.066, -37.016)
H (2.696, -18.843, -37.317)